# 1
Molecular formula: H30O15
Method: DFT, ωB97M-V/def2-TZVPD

DFT total energy: -31200.2839 eV
F_max: 0.075 hartree/bohr
HOMO: -10.536 eV
Energy relative to the best compared isomer or geometry (same formula, charge and spin): 133.3 kJ/mol
HOMO-LUMO gap: 10.1 eV

Geometry as XYZ:
```
45
H30O15 (ωB97M-V/def2-TZVPD)
O 2.87638 -1.56962 -1.44027
H 2.91438 -1.03462 -0.67827
H 2.88238 -0.92262 -2.07527
O -2.06962 1.71938 2.05473
H -1.12662 1.91938 2.04973
H -2.41262 2.58238 2.36673
O 2.21538 2.23138 -0.42327
H 2.12538 2.44338 -1.35827
H 1.41838 2.61638 0.01073
O 0.54238 -0.17362 0.53373
H 0.37238 0.55138 -0.03927
H -0.17262 -0.79962 0.43073
O -2.67662 -1.85662 -2.13027
H -1.94362 -1.74362 -2.70227
H -2.42562 -1.32962 -1.37527
O -0.64562 -2.77062 0.48373
H -1.61562 -2.69762 0.53673
H -0.47562 -2.70862 -0.42427
O 0.69538 1.45038 2.75573
H 0.53338 0.89938 3.54473
H 0.90338 0.83338 2.06473
O 2.00338 -3.56362 0.89773
H 2.01938 -3.54662 -0.05427
H 1.08738 -3.36162 1.18573
O 3.28838 -0.26662 0.99473
H 2.38938 -0.16862 0.77073
H 3.83338 0.51938 0.78173
O -2.53162 -0.94162 2.65473
H -2.43962 -0.11162 2.22073
H -1.65062 -1.17662 2.96973
O -0.03262 3.28438 0.50673
H -0.23662 4.07738 0.01373
H 0.41438 3.67238 1.26573
O -1.92462 2.25838 -2.21327
H -1.08962 1.92138 -1.98227
H -2.27662 2.85838 -1.53327
O 0.29138 -2.11462 -2.03727
H 0.10738 -2.85562 -2.60627
H 1.27138 -1.98362 -1.81827
O -2.33762 -0.04062 -0.04127
H -2.14262 0.58838 0.63473
H -3.30762 -0.04062 -0.05227
O 0.15938 0.72038 -2.29527
H 1.08838 0.87938 -2.15327
H 0.10138 -0.24762 -2.29527
```

=====

# 2
Molecular formula: C34H66F9N10O10
Method: DFT, ωB97M-V/def2-TZVPD

DFT total energy: -96154.1235 eV
F_max: 0.039 hartree/bohr
HOMO: -10.170 eV
Net charge: +1
HOMO-LUMO gap: 8.0 eV

Geometry as XYZ:
```
129
C34H66F9N10O10 (ωB97M-V/def2-TZVPD)
O 3.41193 -2.72335 2.36009
N 2.43473 -1.81429 2.05992
C 1.72945 -1.10613 3.02920
C 0.86252 -0.29479 2.33636
C -0.17445 0.66218 2.81406
C -1.49600 -0.10477 2.93998
O -2.58415 0.77224 2.78772
C -3.67834 0.13688 2.16490
C -4.92592 0.96468 2.39711
F -4.71984 2.20576 1.91878
F -5.20049 1.08043 3.70318
C -6.14825 0.34409 1.63013
F -5.77535 -0.77869 0.98708
F -6.54268 1.21494 0.69215
C -7.38452 -0.01946 2.48226
F -7.77622 1.02841 3.21053
F -8.37511 -0.29521 1.61133
C -7.22070 -1.26325 3.38875
F -7.51500 -2.37229 2.68805
F -5.95180 -1.37342 3.81757
N 1.05150 -0.54107 0.97739
C 1.99575 -1.46755 0.86118
F 2.43778 -1.96373 -0.22814
H 4.07567 -2.20764 2.84658
H 1.85395 -1.19653 4.08898
H 0.14241 1.10617 3.74655
H -0.27479 1.45614 2.07974
H -1.51794 -0.65945 3.88019
H -1.51959 -0.85398 2.14134
H -3.85403 -0.85845 2.56652
H -3.49207 0.08052 1.09370
H -7.91401 -1.20231 4.22396
H 0.52087 -0.10222 0.23881
C -0.88836 -3.14309 -1.84035
O -0.18723 -2.24415 -1.38712
N -0.52875 -4.42712 -1.91146
C -1.42008 -5.44404 -2.45230
C 0.78836 -4.81476 -1.43931
H -1.89512 -2.95025 -2.24016
H -1.61461 -6.20332 -1.69337
H -0.95870 -5.91603 -3.32009
H -2.36127 -4.99692 -2.76021
H 0.89890 -4.56516 -0.38224
H 1.56071 -4.28377 -1.99819
H 0.91745 -5.88503 -1.57055
C 6.32914 -2.28959 -0.07057
O 7.18377 -1.62949 0.48589
N 6.48324 -3.02976 -1.17791
C 5.37576 -3.78978 -1.72097
C 7.78161 -3.06621 -1.83452
H 5.29547 -2.32127 0.32390
H 5.62331 -4.85214 -1.75421
H 5.14522 -3.44879 -2.73253
H 4.49769 -3.65382 -1.09372
H 8.53773 -3.44736 -1.14883
H 8.07480 -2.06225 -2.14035
H 7.72596 -3.71002 -2.70770
C 7.01136 2.35114 3.74838
O 6.07222 1.61121 3.99560
N 7.89190 2.15809 2.75220
C 8.99007 3.07314 2.50647
C 7.71500 0.98958 1.90540
H 7.21453 3.26044 4.33893
H 8.91290 3.49702 1.50358
H 9.94496 2.55052 2.59395
H 8.96607 3.88328 3.23335
H 6.73206 1.03281 1.43697
H 7.76437 0.08038 2.50170
H 8.47953 0.95389 1.13521
C -0.17194 4.37944 4.52231
O 0.19339 3.21984 4.39934
N 0.04169 5.34549 3.61946
C -0.41368 6.70901 3.82615
C 0.75447 5.01611 2.39737
H -0.71522 4.72814 5.41363
H -1.10540 6.99950 3.03413
H 0.43519 7.39404 3.82391
H -0.92390 6.78659 4.78302
H 0.21397 4.24650 1.84418
H 1.74897 4.63525 2.63227
H 0.84377 5.90564 1.78053
C -2.10636 -4.05920 -5.53320
O -3.08574 -4.66854 -5.14457
N -1.42650 -4.32906 -6.65896
C -0.26557 -3.56044 -7.06345
C -1.88252 -5.42683 -7.49887
H -1.68776 -3.20499 -4.97031
H -0.44060 -3.09197 -8.03309
H 0.61014 -4.20823 -7.13863
H -0.06512 -2.78127 -6.33097
H -2.90586 -5.24806 -7.82759
H -1.86590 -6.36182 -6.93864
H -1.23270 -5.51126 -8.36550
C -5.75240 0.47931 -3.36383
O -4.91069 0.45361 -4.24343
N -6.96302 -0.09745 -3.42903
C -7.89119 -0.02948 -2.31912
C -7.34714 -0.81487 -4.64075
H -5.57615 0.99298 -2.40012
H -8.12426 -1.03618 -1.96484
H -8.81948 0.45945 -2.62190
H -7.45073 0.53462 -1.50071
H -6.64867 -1.63443 -4.81965
H -7.32361 -0.14111 -5.49286
H -8.35120 -1.21159 -4.52051
C -9.50824 1.92803 -6.54229
O -8.70059 1.02591 -6.67013
N -9.17841 3.20494 -6.28364
C -10.17433 4.24841 -6.14017
C -7.76890 3.53866 -6.14584
H -10.59550 1.76494 -6.62801
H -10.01896 5.02645 -6.88968
H -10.11195 4.69871 -5.14760
H -11.16953 3.82985 -6.27243
H -7.23248 3.29311 -7.06221
H -7.32227 2.96610 -5.33193
H -7.66915 4.60112 -5.94012
C 9.39713 3.03769 6.32689
O 9.09153 4.20248 6.49605
N 10.35051 2.38265 7.01192
C 10.66501 0.99169 6.75524
C 11.08285 3.10178 8.04256
H 8.90046 2.41123 5.56756
H 10.50109 0.39328 7.65338
H 11.70801 0.88824 6.44944
H 10.02708 0.61036 5.96028
H 10.39634 3.46765 8.80595
H 11.59579 3.96071 7.60987
H 11.81089 2.43612 8.49832
```

=====

Question: Look up the DFT total energy of the first one.
Answer: -31200.2839 eV